Record 1
Entry from the Open Molecules 2025 dataset: a molecular structure, C34H40HfN2P3S (the ωB97M-V functional and the def2-TZVPD basis).

Values from the calculation:
- spin multiplicity = 1
- LUMO (eV) = -9.43
- E (a.u.) = -2898.5328
- net charge = +3
- maximum force (eV/Å) = 0.64
- frontier orbital gap (Ha) = 0.22431

Cartesian coordinates (Å):
Hf1 0.335 0.326 -0.271
S1 2.646 -0.779 -0.261
P1 -2.351 0.431 -0.148
P2 2.610 1.837 -1.479
P3 -0.393 1.763 -2.668
N1 3.616 -3.237 0.145
N2 3.782 -1.784 1.951
C1 -3.580 -3.192 2.232
C2 -0.189 3.188 1.986
C3 0.731 3.198 -2.942
C4 -1.858 -1.744 1.260
C5 -2.927 -1.022 0.684
C6 -2.532 1.707 2.378
C7 -3.746 1.003 -1.131
C8 2.194 2.803 -2.977
C9 -4.164 0.192 -2.187
C10 -5.954 1.732 -2.636
C11 4.295 1.278 -1.878
C12 0.403 -2.036 1.854
C13 -5.556 2.522 -1.566
C14 -0.863 3.259 3.193
C15 4.319 -4.224 0.759
C16 4.922 -2.381 3.992
C17 0.076 -3.090 2.726
C18 4.767 -3.961 2.032
C19 4.537 -5.490 0.013
C20 -2.031 2.527 3.381
C21 -1.216 -3.517 2.823
C22 -0.477 -1.337 1.040
C23 -4.453 2.157 -0.806
C24 -1.897 1.646 1.144
C25 -2.219 -2.826 2.099
C26 4.483 -2.725 2.617
C27 -0.710 2.385 0.968
C28 -4.579 -2.492 1.611
C29 -4.248 -1.365 0.844
C30 -5.265 0.562 -2.940
C31 -0.127 0.639 -4.077
C32 2.863 3.083 -0.168
C33 3.365 -2.050 0.744
C34 -1.948 2.629 -3.065
H1 -0.959 -0.062 -4.138
H2 -2.244 3.291 -2.252
H3 3.276 -3.384 -0.798
H4 -5.613 -2.787 1.723
H5 1.435 -1.738 1.879
H6 2.403 2.171 -3.843
H7 0.801 0.074 -3.980
H8 3.587 -6.010 -0.128
H9 5.396 -1.400 3.990
H10 -3.645 -0.734 -2.414
H11 -5.594 -0.063 -3.759
H12 -5.030 -0.775 0.382
H13 -2.762 1.952 -3.299
H14 0.858 -3.556 3.313
H15 5.340 -4.706 2.565
H16 5.211 -6.144 0.560
H17 -0.258 2.516 -0.033
H18 4.264 0.439 -2.572
H19 5.604 -3.122 4.401
H20 4.839 0.986 -0.984
H21 -2.552 2.590 4.327
H22 1.938 3.610 0.066
H23 -1.493 -4.340 3.469
H24 4.044 -2.311 4.638
H25 0.715 3.760 1.831
H26 -3.820 -4.046 2.854
H27 3.229 2.593 0.735
H28 -0.096 1.213 -5.005
H29 3.596 3.827 -0.486
H30 0.529 3.928 -2.152
H31 -6.107 3.419 -1.319
H32 -1.744 3.241 -3.945
H33 -0.485 3.886 3.989
H34 2.856 3.668 -3.051
H35 -4.145 2.779 0.026
H36 -3.418 1.109 2.557
H37 4.814 2.113 -2.352
H38 -6.814 2.017 -3.226
H39 4.966 -5.290 -0.970
H40 0.420 3.668 -3.877



Record 2
Entry from the Open Molecules 2025 dataset: a molecular structure, C34H40I2N7O6PS2Sr (the ωB97M-V functional and the def2-TZVPD basis).

Values from the calculation:
- spin multiplicity = 1
- LUMO (eV) = -1.29
- E (a.u.) = -3918.1834
- maximum force (eV/Å) = 2.87
- frontier orbital gap (Ha) = 0.24941

Cartesian coordinates (Å):
I1 0.887 -2.041 3.472
I2 3.050 -0.410 1.171
Sr1 0.647 1.265 -1.058
S1 2.656 3.059 -1.440
S2 2.480 3.189 2.596
P1 -2.345 -2.932 0.581
O1 -0.301 0.420 0.712
O2 -2.255 2.245 -1.228
O3 2.823 1.699 -1.987
O4 1.940 3.967 -2.305
O5 1.780 -6.513 0.466
O6 1.880 -7.122 -1.656
N1 -0.712 0.675 1.907
N2 -0.886 4.055 0.741
N3 0.027 1.726 -3.225
N4 1.948 2.907 0.011
N5 0.794 -0.858 -2.443
N6 -1.762 2.345 4.640
N7 -4.273 2.779 -0.356
C1 -3.046 -0.845 -1.233
C2 1.361 -0.311 -3.441
C3 -1.403 2.144 3.566
C4 1.178 2.842 -5.485
C5 4.085 3.863 0.463
C6 -3.713 -1.411 2.499
C7 1.464 -4.819 -1.248
C8 1.719 -4.465 -2.572
C9 -3.733 -5.404 -0.010
C10 -5.518 3.520 -0.439
C11 6.284 4.779 -0.942
C12 -3.617 -2.814 1.907
C13 -3.391 2.686 -1.380
C14 5.240 4.200 -1.648
C15 0.227 3.540 -4.769
C16 4.166 3.749 -0.904
C17 1.579 1.588 -5.043
C18 6.226 4.897 0.448
C19 2.090 -0.349 3.047
C20 1.515 -3.168 -3.000
C21 5.129 4.443 1.164
C22 1.721 -6.244 -0.857
C23 2.797 3.317 0.997
C24 -3.889 2.355 0.977
C25 -2.378 -4.745 0.237
C26 -0.302 2.951 -3.630
C27 0.733 -2.573 -0.796
C28 -0.878 3.083 1.354
C29 -3.873 3.122 -2.747
C30 0.955 -3.872 -0.372
C31 1.050 -2.213 -2.096
C32 -0.964 1.918 2.213
C33 -3.266 -2.321 -0.907
C34 0.987 1.066 -3.911
H1 -3.403 -0.185 -0.443
H2 1.624 3.271 -6.373
H3 2.068 -5.230 -3.253
H4 -3.565 -0.566 -2.153
H5 7.152 5.145 -1.474
H6 -2.760 -1.099 2.931
H7 5.065 4.532 2.240
H8 7.052 5.358 0.975
H9 -3.127 2.830 -3.477
H10 -5.917 3.522 -1.447
H11 -4.590 -3.148 1.533
H12 -1.011 3.472 -3.001
H13 1.690 -2.914 -4.037
H14 1.706 -5.695 0.975
H15 -6.255 3.049 0.212
H16 -4.671 1.716 1.390
H17 -4.370 -5.354 0.874
H18 -3.615 -6.458 -0.267
H19 0.680 -4.112 0.649
H20 0.294 -1.850 -0.118
H21 -3.976 -0.677 1.737
H22 2.343 1.027 -5.564
H23 -4.819 2.647 -3.009
H24 -1.723 -4.892 -0.628
H25 -1.988 -0.625 -1.366
H26 -2.915 -2.932 -1.746
H27 -4.475 -1.361 3.279
H28 -4.335 -2.527 -0.793
H29 2.129 -0.808 -4.036
H30 -3.744 3.212 1.639
H31 -5.387 4.555 -0.110
H32 -4.018 4.203 -2.791
H33 -0.082 4.534 -5.056
H34 -4.268 -4.926 -0.832
H35 -2.963 1.793 0.917
H36 -1.870 -5.228 1.077
H37 1.452 0.527 3.044
H38 -3.313 -3.521 2.686
H39 2.872 -0.282 3.790
H40 5.268 4.108 -2.725



Record 3
Entry from the Open Molecules 2025 dataset: a molecular structure, C34H40MoN4O2P2 (the ωB97M-V functional and the def2-TZVPD basis).

Values from the calculation:
- spin multiplicity = 3
- LUMO (alpha / beta) (eV) = -8.86 / -10.06
- E (a.u.) = -2439.1256
- net charge = +2
- maximum force (eV/Å) = 4.63
- frontier orbital gap (alpha / beta) (Ha) = 0.09146 / 0.04752

Cartesian coordinates (Å):
Mo1 -0.352 0.785 -0.953
P1 0.706 3.748 -6.822
P2 -2.408 2.747 -7.104
O1 1.242 0.882 1.528
O2 1.003 -1.395 1.406
N1 1.635 2.376 -7.450
N2 1.990 4.917 -7.126
N3 -3.302 1.372 -7.673
N4 -3.656 3.883 -7.812
C1 2.045 0.469 5.663
C2 1.799 1.262 -6.620
C3 -1.658 0.138 0.521
C4 -3.567 0.307 -6.799
C5 -4.079 4.183 -9.104
C6 1.607 -0.462 3.463
C7 1.210 -1.854 -1.622
C8 -0.034 -1.883 -2.534
C9 -5.208 5.518 -7.663
C10 1.253 -0.299 1.987
C11 -4.230 -0.289 -8.900
C12 2.283 -0.818 6.166
C13 2.834 7.024 -7.070
C14 -1.300 2.871 -8.587
C15 -1.131 -0.921 -2.099
C16 1.594 -0.486 -1.169
C17 -1.432 0.333 -2.709
C18 2.115 2.026 -8.713
C19 1.608 0.679 -1.937
C20 1.778 -1.761 3.985
C21 3.493 6.299 -8.124
C22 2.959 5.014 -8.134
C23 1.073 0.843 -3.341
C24 -4.339 4.722 -6.930
C25 2.102 -1.936 5.333
C26 2.487 0.283 -7.306
C27 -5.034 5.187 -9.040
C28 -4.141 -0.727 -7.530
C29 2.667 0.754 -8.646
C30 -0.441 1.134 -3.535
C31 -0.269 3.999 -8.401
C32 -3.699 0.994 -8.961
C33 1.924 6.167 -6.480
C34 1.711 0.651 4.318
H1 2.110 1.338 6.324
H2 2.587 -0.959 7.201
H3 2.204 -2.953 5.730
H4 1.233 6.300 -5.662
H5 0.390 4.061 -9.279
H6 -4.115 4.662 -5.875
H7 2.173 -0.460 -0.243
H8 -4.459 -1.675 -7.129
H9 2.042 -2.376 -2.128
H10 1.595 1.739 -3.739
H11 0.979 -2.434 -0.714
H12 -0.613 2.220 -3.409
H13 -2.475 0.681 -2.749
H14 -2.651 -0.065 0.107
H15 1.635 -2.611 3.325
H16 1.515 1.644 3.908
H17 1.363 1.288 -5.635
H18 2.837 -0.654 -6.881
H19 0.250 -1.746 -3.590
H20 3.140 0.221 -9.465
H21 3.206 4.175 -8.760
H22 -4.640 -0.844 -9.735
H23 2.025 2.701 -9.552
H24 -3.302 0.402 -5.760
H25 -3.548 1.635 -9.817
H26 1.368 -0.014 -3.978
H27 3.011 8.055 -6.797
H28 -1.940 -1.443 -1.572
H29 -0.467 -2.903 -2.463
H30 -1.190 -0.724 1.026
H31 -0.824 1.876 -8.639
H32 4.248 6.678 -8.796
H33 -0.693 0.980 -4.601
H34 -1.851 3.034 -9.527
H35 -5.533 5.637 -9.891
H36 -3.662 3.686 -9.976
H37 -0.753 4.985 -8.295
H38 -5.878 6.247 -7.246
H39 2.035 1.570 -1.448
H40 -1.661 1.035 1.166



What is the formula in the third record? C34H40MoN4O2P2



What is the maximum force in the second record? 2.87 eV/Å



The highest E belongs to which entry? C34H40MoN4O2P2



Repeat the second record exactly.
Entry from the Open Molecules 2025 dataset: a molecular structure, C34H40I2N7O6PS2Sr (the ωB97M-V functional and the def2-TZVPD basis).

Values from the calculation:
- spin multiplicity = 1
- LUMO (eV) = -1.29
- E (a.u.) = -3918.1834
- maximum force (eV/Å) = 2.87
- frontier orbital gap (Ha) = 0.24941

Cartesian coordinates (Å):
I1 0.887 -2.041 3.472
I2 3.050 -0.410 1.171
Sr1 0.647 1.265 -1.058
S1 2.656 3.059 -1.440
S2 2.480 3.189 2.596
P1 -2.345 -2.932 0.581
O1 -0.301 0.420 0.712
O2 -2.255 2.245 -1.228
O3 2.823 1.699 -1.987
O4 1.940 3.967 -2.305
O5 1.780 -6.513 0.466
O6 1.880 -7.122 -1.656
N1 -0.712 0.675 1.907
N2 -0.886 4.055 0.741
N3 0.027 1.726 -3.225
N4 1.948 2.907 0.011
N5 0.794 -0.858 -2.443
N6 -1.762 2.345 4.640
N7 -4.273 2.779 -0.356
C1 -3.046 -0.845 -1.233
C2 1.361 -0.311 -3.441
C3 -1.403 2.144 3.566
C4 1.178 2.842 -5.485
C5 4.085 3.863 0.463
C6 -3.713 -1.411 2.499
C7 1.464 -4.819 -1.248
C8 1.719 -4.465 -2.572
C9 -3.733 -5.404 -0.010
C10 -5.518 3.520 -0.439
C11 6.284 4.779 -0.942
C12 -3.617 -2.814 1.907
C13 -3.391 2.686 -1.380
C14 5.240 4.200 -1.648
C15 0.227 3.540 -4.769
C16 4.166 3.749 -0.904
C17 1.579 1.588 -5.043
C18 6.226 4.897 0.448
C19 2.090 -0.349 3.047
C20 1.515 -3.168 -3.000
C21 5.129 4.443 1.164
C22 1.721 -6.244 -0.857
C23 2.797 3.317 0.997
C24 -3.889 2.355 0.977
C25 -2.378 -4.745 0.237
C26 -0.302 2.951 -3.630
C27 0.733 -2.573 -0.796
C28 -0.878 3.083 1.354
C29 -3.873 3.122 -2.747
C30 0.955 -3.872 -0.372
C31 1.050 -2.213 -2.096
C32 -0.964 1.918 2.213
C33 -3.266 -2.321 -0.907
C34 0.987 1.066 -3.911
H1 -3.403 -0.185 -0.443
H2 1.624 3.271 -6.373
H3 2.068 -5.230 -3.253
H4 -3.565 -0.566 -2.153
H5 7.152 5.145 -1.474
H6 -2.760 -1.099 2.931
H7 5.065 4.532 2.240
H8 7.052 5.358 0.975
H9 -3.127 2.830 -3.477
H10 -5.917 3.522 -1.447
H11 -4.590 -3.148 1.533
H12 -1.011 3.472 -3.001
H13 1.690 -2.914 -4.037
H14 1.706 -5.695 0.975
H15 -6.255 3.049 0.212
H16 -4.671 1.716 1.390
H17 -4.370 -5.354 0.874
H18 -3.615 -6.458 -0.267
H19 0.680 -4.112 0.649
H20 0.294 -1.850 -0.118
H21 -3.976 -0.677 1.737
H22 2.343 1.027 -5.564
H23 -4.819 2.647 -3.009
H24 -1.723 -4.892 -0.628
H25 -1.988 -0.625 -1.366
H26 -2.915 -2.932 -1.746
H27 -4.475 -1.361 3.279
H28 -4.335 -2.527 -0.793
H29 2.129 -0.808 -4.036
H30 -3.744 3.212 1.639
H31 -5.387 4.555 -0.110
H32 -4.018 4.203 -2.791
H33 -0.082 4.534 -5.056
H34 -4.268 -4.926 -0.832
H35 -2.963 1.793 0.917
H36 -1.870 -5.228 1.077
H37 1.452 0.527 3.044
H38 -3.313 -3.521 2.686
H39 2.872 -0.282 3.790
H40 5.268 4.108 -2.725